Entry 1:
Entry from OMol25: a 6-piece molecular cluster, C17H48ClN4O9 overall at a distorted geometry (ωB97M-V/def2-TZVPD).

Element x y z (Å)
Cl1 0.3259 -0.0839 1.4071
O1 -0.1898 -0.3923 0.1272
O2 -0.6728 0.4964 2.2985
O3 0.8473 -1.2835 2.0442
O4 1.3770 0.8883 1.2578
C1 5.0640 -1.4812 2.3222
O5 4.2466 -0.5157 1.6153
H1 4.3159 -2.0309 2.8949
H2 5.6068 -2.1825 1.6895
H3 5.7018 -0.9676 3.0423
H4 3.4116 -0.5645 2.0881
C2 -1.8322 -3.3306 -1.7895
C3 -1.2628 -4.1273 -0.6440
C4 0.3315 -4.2424 -0.5510
O6 0.8743 -4.9832 -1.6484
C5 0.6799 -6.3560 -1.8241
N1 -1.6197 -3.4208 0.6346
H5 -1.5397 -3.7641 -2.7464
H6 -1.5104 -2.2906 -1.7392
H7 -2.8983 -3.4578 -1.5984
H8 -1.5952 -5.1649 -0.6940
H9 0.7083 -4.5979 0.4099
H10 0.7881 -3.2516 -0.5564
H11 0.7248 -6.6389 -2.8774
H12 -0.3442 -6.6908 -1.6482
H13 1.4230 -6.9954 -1.3455
H14 -0.7350 -3.0399 0.9414
H15 -2.2470 -2.6462 0.4704
C6 -5.2419 -1.3993 2.7960
C7 -5.4007 -0.1069 2.1097
C8 -6.8734 0.4687 2.2428
O7 -7.3399 0.8314 3.5032
C9 -8.7640 0.9787 3.5055
N2 -4.3958 0.8057 2.4288
H16 -5.2652 -1.1692 3.8622
H17 -4.2741 -1.7993 2.4921
H18 -6.0044 -2.1359 2.5413
H19 -5.3488 -0.4793 1.0842
H20 -7.4937 -0.2154 1.6576
H21 -7.0108 1.2831 1.5265
H22 -9.1661 0.1369 2.9400
H23 -9.0749 1.9355 3.0844
H24 -9.1729 0.8832 4.5112
H25 -3.5408 0.2754 2.3190
H26 -4.3351 1.2021 3.3560
C10 3.2414 4.1201 2.1590
C11 2.9365 4.5398 0.6817
C12 3.7409 5.6262 0.0191
O8 3.6416 5.5986 -1.4257
C13 4.6732 6.3697 -2.0275
N3 2.9637 3.3553 -0.1311
H27 4.2328 4.3763 2.5357
H28 2.8907 3.1516 2.5123
H29 2.6690 4.8429 2.7459
H30 1.8977 4.8641 0.5986
H31 4.7778 5.4817 0.3283
H32 3.3063 6.5595 0.3806
H33 5.7026 6.1071 -1.7774
H34 4.6526 7.4508 -1.8711
H35 4.5903 6.3188 -3.1134
H36 2.5333 2.6538 0.4585
H37 3.9004 2.9695 -0.1049
C14 3.1581 0.1435 -1.5417
C15 2.2396 0.5953 -2.6296
C16 1.3650 -0.5570 -3.1244
O9 0.7242 -0.1832 -4.3399
C17 0.1833 -1.3207 -5.0604
N4 1.4146 1.6884 -2.0673
H38 3.9457 -0.5279 -1.8863
H39 2.6456 -0.2535 -0.6656
H40 3.7100 1.0040 -1.1623
H41 2.6953 0.9157 -3.5679
H42 0.5145 -0.7880 -2.4805
H43 1.9891 -1.4346 -3.3038
H44 -0.1485 -1.0667 -6.0676
H45 -0.7183 -1.7388 -4.6102
H46 0.9756 -2.0595 -5.1868
H47 0.5759 1.5453 -2.6174
H48 1.1027 1.2724 -1.1980

Force components x, y, z for each atom (eV/Å):
Cl 0.142 0.917 2.847
O -0.953 -0.546 -1.358
O 0.011 -0.578 -0.893
O 0.113 -0.044 -0.414
O 0.675 0.106 -0.090
C -1.631 0.574 0.439
O 1.016 -0.584 0.093
H 0.518 -0.637 0.274
H 0.020 0.359 -0.263
H 0.369 -0.075 -0.170
H -0.421 0.405 -0.449
C 0.414 -0.723 -0.002
C 2.284 0.830 1.717
C -1.092 -0.246 -0.869
O 0.517 0.621 -0.481
C -0.782 -0.369 -0.358
N 0.289 -1.423 -0.502
H -0.216 0.046 -0.147
H -0.136 0.016 0.022
H -0.255 0.503 -0.633
H -0.519 0.045 0.271
H -0.562 -0.740 0.210
H -0.141 0.202 -0.715
H 0.563 0.660 -0.357
H -0.073 0.000 0.918
H -0.073 0.115 0.559
H -0.258 0.530 0.580
H 0.095 0.086 -0.142
C 0.033 -0.942 1.452
C -3.548 0.017 -0.122
C 1.175 -0.009 -2.292
O -0.504 -0.358 0.657
C 0.627 -0.575 -0.027
N 1.962 1.009 -0.650
H 0.143 -0.638 0.253
H 0.082 -0.215 0.369
H -0.108 0.011 0.038
H 0.079 1.189 -0.716
H -0.518 -1.020 0.928
H 0.661 0.915 0.237
H -0.352 0.150 -0.229
H 0.008 0.025 -0.192
H 0.412 0.174 0.162
H 0.654 0.542 -0.075
H -0.709 -0.250 0.187
C -0.464 2.965 0.491
C -0.834 -1.661 -0.078
C 0.187 0.130 -0.140
O 0.937 0.514 0.775
C -0.168 0.337 -0.569
N 0.481 -1.126 -0.069
H 0.489 -0.597 -0.480
H 0.178 -0.158 -0.696
H -0.319 -0.014 0.430
H -0.201 0.062 0.442
H 0.329 0.394 -0.115
H 0.580 0.460 0.050
H -0.033 -0.646 0.342
H -0.572 0.239 0.679
H -0.234 -0.568 0.001
H -0.799 -0.351 -0.412
H 0.626 0.228 -0.422
C 1.423 0.251 0.144
C -1.219 -0.270 -0.032
C -0.519 -0.240 -0.223
O -0.482 -0.567 -1.702
C 0.493 0.840 0.329
N -0.448 -1.089 -1.020
H -0.202 -0.400 0.002
H -0.129 -0.244 -0.241
H -0.100 0.148 -0.013
H 0.636 0.367 0.251
H 0.475 -0.282 0.852
H 0.030 -0.287 0.072
H 0.287 0.714 0.024
H 0.196 -0.182 0.590
H -0.118 -0.326 0.225
H -0.541 0.882 -0.253
H 0.019 0.399 0.697

Its total charge is -1. The LUMO energy comes out at 2.61 eV. The gap between HOMO and LUMO is 0.3007 Ha. The calculation puts the relative energy (zero: lowest compared OMol25 entry of this formula, charge and spin) at 183.2 kJ/mol.

=====

Entry 2:
Entry from OMol25: C15H18ClN5O5OsS2 as an isolated structure at a distorted geometry (ωB97M-V/def2-TZVPD).

Element x y z (Å)
Os1 1.7684 0.4452 -0.1588
C1 -0.4780 -1.8540 -4.9272
C2 0.2027 -0.4994 -5.0388
N1 -0.2526 0.4601 -4.0487
C3 0.2449 0.5815 -2.7895
S1 1.8075 -0.0932 -2.4111
N2 -0.4636 1.3382 -1.9815
N3 0.1327 1.5197 -0.7729
C4 -0.3073 2.4982 -0.0130
C5 -1.4456 3.3953 -0.3781
C6 0.4848 2.7105 1.1655
C7 0.1907 3.6756 2.1384
C8 1.0267 3.8292 3.2175
C9 2.1512 3.0072 3.3224
C10 2.3895 2.0719 2.3445
N4 1.5934 1.9298 1.2694
H1 -0.1153 -2.5290 -5.7063
H2 -1.5598 -1.7517 -5.0470
H3 -0.2884 -2.3063 -3.9557
H4 0.0274 -0.0569 -6.0234
H5 1.2814 -0.6018 -4.9284
H6 -1.2023 0.7899 -4.1272
H7 -1.8264 3.1199 -1.3561
H8 -1.1282 4.4411 -0.3995
H9 -2.2581 3.3125 0.3494
H10 -0.6979 4.2816 2.0298
H11 0.8108 4.5691 3.9779
H12 2.8322 3.0844 4.1585
H13 3.2303 1.3923 2.3778
O1 -0.2746 -3.5093 -2.0942
Cl1 -0.4352 -2.9281 -0.7853
O2 -1.3052 -3.7699 0.0077
O3 -1.0272 -1.6100 -0.9010
O4 0.8479 -2.8185 -0.1345
O5 0.8890 -0.4261 2.0760
N5 0.0425 -1.3846 2.3082
C11 -1.2790 -1.1702 2.1573
C12 -2.1925 -2.1363 2.5125
C13 -1.7531 -3.3517 3.0056
C14 -0.3887 -3.5741 3.0937
C15 0.4925 -2.5843 2.7272
H14 -1.5227 -0.2045 1.7428
H15 -3.2435 -1.9331 2.3667
H16 -2.4579 -4.1279 3.2682
H17 0.0085 -4.5250 3.4181
H18 1.5676 -2.6650 2.7338
S2 3.8804 -0.0423 0.2092

Force components x, y, z for each atom (eV/Å):
Os 0.142 -0.860 0.577
C -0.046 0.002 -0.011
C 0.040 0.046 -0.014
N -0.041 -0.072 0.148
C 0.302 -0.106 -0.240
S -0.095 0.072 0.089
N -0.057 0.051 0.255
N -0.220 0.532 -0.285
C -0.019 -0.176 -0.209
C -0.040 -0.036 0.035
C 0.229 -0.031 0.219
C -0.077 -0.075 -0.154
C 0.197 -0.098 0.081
C -0.170 0.170 0.086
C -0.075 -0.190 -0.208
N 0.092 0.483 0.278
H 0.013 0.010 0.004
H 0.001 0.000 -0.006
H 0.008 -0.008 0.014
H -0.008 0.007 0.002
H -0.006 -0.012 0.020
H -0.001 0.001 -0.018
H 0.008 -0.018 -0.002
H 0.016 -0.007 0.002
H 0.004 0.002 0.000
H -0.002 0.000 -0.008
H -0.001 0.001 -0.001
H -0.005 0.011 0.003
H 0.031 -0.029 -0.067
O -0.006 0.019 -0.006
Cl 0.032 -0.194 -0.043
O -0.069 -0.027 0.041
O -0.013 0.122 0.013
O 0.026 -0.021 -0.005
O 0.030 0.251 -0.385
N -0.127 -0.190 0.026
C 0.053 0.011 0.018
C -0.018 0.026 -0.020
C 0.035 -0.007 -0.012
C -0.008 -0.016 0.013
C 0.022 0.116 -0.018
H -0.022 -0.012 0.008
H 0.002 0.000 -0.001
H 0.003 -0.002 -0.001
H -0.007 0.001 0.004
H 0.002 -0.026 0.002
S -0.156 0.279 -0.225

Its total charge is -1. The LUMO energy (spin up / spin down) comes out at 2.14 / 2.16 eV. Its spin multiplicity is 2. The gap between HOMO and LUMO (spin up / spin down) is 0.2024 / 0.1991 Ha. The calculation puts the relative energy (zero: lowest compared OMol25 entry of this formula, charge and spin) at 193.9 kJ/mol.

=====

Entry 3:
Entry from OMol25: an isolated ion of composition C4H10N2O and charge +1 at a distorted geometry (ωB97M-V/def2-TZVPD).

Element x y z (Å)
O1 1.5993 0.5064 -1.8776
C1 1.4377 -0.5433 -1.3535
C2 0.3733 -0.8069 -0.2289
C3 -0.1511 0.5994 0.0896
C4 -1.2693 0.5699 1.1965
N1 -2.5346 0.9801 0.6614
N2 1.0637 -1.3615 0.9624
H1 2.0885 -1.3561 -1.6975
H2 -0.3560 -1.5593 -0.4881
H3 -0.7505 0.8612 -0.7930
H4 0.6024 1.2972 0.4301
H5 -0.9738 1.2866 1.9716
H6 -1.3805 -0.4607 1.5411
H7 -2.5548 1.9790 0.4705
H8 -3.3294 0.8348 1.2911
H9 0.7434 -1.0060 1.8550
H10 1.1364 -2.3737 0.9460

Force components x, y, z for each atom (eV/Å):
O -0.566 -0.488 0.724
C 1.284 0.452 -1.886
C 1.294 1.136 3.904
C -2.435 -0.973 0.442
C 0.359 0.087 -0.112
N -1.031 0.402 -0.323
N -1.429 0.046 -2.182
H -0.118 -0.675 0.343
H -0.226 -0.201 -1.045
H 0.809 0.633 -0.090
H 0.386 -0.001 -0.691
H 0.332 -0.603 0.408
H -0.057 0.252 0.544
H 0.155 -0.137 -0.123
H 0.505 -0.305 -0.221
H 0.463 0.375 0.111
H 0.274 -0.001 0.198

Its total charge is +1. The LUMO energy (spin up / spin down) comes out at -4.43 / -9.06 eV. Its spin multiplicity is 2. The gap between HOMO and LUMO (spin up / spin down) is 0.3291 / 0.1475 Ha. The calculation puts the relative energy (zero: lowest compared OMol25 entry of this formula, charge and spin) at 223.8 kJ/mol.

=====

Entry 4:
Entry from OMol25: a 2-piece molecular cluster, C5H6N2O overall at a distorted geometry (ωB97M-V/def2-TZVPD).

Element x y z (Å)
C1 0.0688 -0.9569 0.1176
C2 -0.1510 -1.6435 -1.0057
C3 0.4817 0.3937 -0.2900
C4 0.2448 0.3542 -1.6439
C5 -2.4225 0.4829 0.4200
N1 -2.8517 -0.3221 -0.3108
N2 0.5968 1.4495 0.6003
O1 -0.0343 -0.8933 -2.1043
H1 0.0881 -1.3437 1.1525
H2 -0.5599 -2.6216 -1.1736
H3 0.0896 1.1721 -2.3049
H4 -3.2041 -1.0489 -0.8903
H5 0.6493 1.1613 1.5689
H6 -0.0672 2.2728 0.5133

Force components x, y, z for each atom (eV/Å):
C 1.861 0.293 1.115
C -0.425 -1.325 0.221
C -2.540 -1.569 -0.639
C 0.992 1.251 1.012
C -0.608 -0.418 -0.511
N -0.024 0.735 0.646
N -0.260 1.997 0.154
O -0.539 0.759 0.009
H -0.212 0.248 -0.859
H 0.325 -0.339 0.034
H 0.341 0.233 -0.667
H 0.011 -0.079 -0.119
H -0.091 0.005 -0.288
H 1.170 -1.790 -0.107

The LUMO energy comes out at 0.92 eV. The gap between HOMO and LUMO is 0.3279 Ha. The calculation puts the relative energy (zero: lowest compared OMol25 entry of this formula, charge and spin) at 241.5 kJ/mol.

=====

Entry 5:
Entry from OMol25: a 5-piece molecular cluster, C22H21F3N2 overall at a distorted geometry (ωB97M-V/def2-TZVPD).

Element x y z (Å)
F1 14.1335 -28.5261 -26.7661
C1 13.2666 -27.8669 -25.9847
C2 13.0234 -26.5046 -26.1765
C3 12.0834 -25.7939 -25.4494
C4 11.4664 -26.4821 -24.4014
C5 11.6236 -27.8331 -24.2028
C6 12.5159 -28.5361 -24.9433
H1 13.4719 -26.0463 -27.0456
H2 11.7299 -24.8011 -25.6856
H3 10.7699 -25.9987 -23.7325
H4 11.0002 -28.2624 -23.4325
H5 12.6738 -29.5970 -24.8163
F2 13.8950 -24.9810 -29.7366
C7 14.0226 -26.0092 -30.6008
C8 13.2601 -26.0649 -31.8094
C9 13.2602 -27.2222 -32.5832
C10 14.0730 -28.3468 -32.3130
C11 14.8750 -28.3240 -31.1303
C12 14.8337 -27.1774 -30.2615
H6 12.5177 -25.2918 -31.9418
H7 12.7025 -27.2302 -33.5080
H8 14.3085 -29.1583 -32.9856
H9 15.5126 -29.1734 -30.9347
H10 15.4755 -27.1126 -29.3953
F3 14.4293 -22.3654 -21.8470
C13 13.3608 -22.8137 -21.2308
C14 12.9008 -24.0649 -21.5831
C15 11.8686 -24.6408 -20.9227
C16 11.2096 -23.9368 -19.9081
C17 11.5486 -22.6115 -19.6210
C18 12.6360 -22.0976 -20.3167
H11 13.3591 -24.6243 -22.3852
H12 11.6064 -25.6630 -21.1522
H13 10.3111 -24.3581 -19.4820
H14 10.9802 -22.0823 -18.8705
H15 13.0063 -21.1182 -20.0518
C19 15.2302 -26.0274 -23.8043
C20 16.3559 -26.2401 -22.9381
N1 17.2972 -26.4272 -22.2417
H16 15.4379 -26.4746 -24.7764
H17 15.0419 -24.9662 -23.9673
H18 14.3599 -26.5368 -23.3905
C21 11.8676 -28.4661 -29.1779
C22 12.0859 -29.7677 -28.5041
N2 12.2701 -30.7772 -28.0028
H19 10.9340 -28.0267 -28.8264
H20 11.8925 -28.5859 -30.2610
H21 12.6970 -27.8055 -28.9251

Force components x, y, z for each atom (eV/Å):
F 0.109 0.091 0.025
C -2.280 0.491 2.540
C 0.263 -0.591 -1.497
C -0.505 -1.155 1.184
C -0.591 1.103 -0.242
C -0.198 0.522 0.637
C 2.248 -0.568 -2.495
H 0.337 0.219 -0.068
H 0.532 0.180 -0.052
H -0.128 0.385 -0.202
H 0.244 -0.460 0.023
H -0.033 -0.110 0.037
F 0.448 -2.108 -1.848
C -0.381 -0.657 0.262
C -0.480 -0.702 0.717
C -0.076 1.436 -0.273
C 2.002 0.588 1.875
C -0.926 2.253 0.909
C 0.345 -1.150 -1.418
H 0.188 0.240 -0.491
H -0.378 0.068 0.091
H -0.710 -0.022 -0.349
H 0.100 0.141 0.339
H 0.009 -0.125 0.169
F 0.991 0.944 -0.388
C -1.826 -1.265 0.150
C 1.051 -0.406 -0.930
C -0.946 -0.025 1.234
C -0.688 0.346 -0.453
C 0.199 -1.735 -0.777
C 0.752 1.661 1.060
H 0.319 0.104 -0.010
H -0.247 -0.020 -0.049
H 0.121 -0.187 0.347
H 0.228 0.313 -0.099
H -0.015 0.262 -0.078
C -0.344 -0.141 -0.565
C 4.112 -0.662 2.990
N -3.468 0.675 -2.542
H 0.037 -0.017 0.029
H -0.073 -0.042 0.186
H -0.129 0.184 -0.046
C 0.269 -0.558 0.457
C -0.183 1.089 -0.760
N 0.082 -0.506 0.257
H 0.046 0.005 -0.200
H -0.349 -0.139 0.047
H -0.076 0.052 0.267

Its total charge is +1. The LUMO energy (spin up / spin down) comes out at -5.17 / -9.15 eV. Its spin multiplicity is 2. The gap between HOMO and LUMO (spin up / spin down) is 0.2047 / 0.0587 Ha.

=====

Entry 6:
Entry from OMol25: one molecule with the formula C3H3ClS at a distorted geometry (ωB97M-V/def2-TZVPD).

Element x y z (Å)
C1 0.4566 0.3039 0.0691
C2 0.7068 1.7004 0.0225
C3 -0.8688 -0.6482 0.2025
H1 -0.0963 2.5005 0.0078
H2 1.7773 1.8853 -0.1666
H3 -0.4809 -1.6133 -0.2233
S1 -2.2906 -0.0923 -0.0541
Cl1 1.9813 -0.5549 -0.0304

Force components x, y, z for each atom (eV/Å):
C -0.399 2.947 1.034
C -1.841 -3.163 -0.365
C 5.565 0.896 -2.969
H 1.165 -1.246 0.157
H -0.910 0.582 0.248
H -0.789 0.155 1.400
S -2.469 0.715 0.465
Cl -0.323 -0.886 0.030

The LUMO energy comes out at -1.24 eV. The SMILES is C=C(Cl)C=S. The gap between HOMO and LUMO is 0.2950 Ha. The calculation puts the relative energy (zero: lowest compared OMol25 entry of this formula, charge and spin) at 138.1 kJ/mol.